No. 1
Entry from OMol25: a structure of composition C36H36N8O4S6W at a distorted geometry (wB97M-V/def2-TZVPD).

Summary:
- energy (a.u.) = -4588.67674
- HOMO level (eV) = -7.39
- maximum force (eV Å⁻¹) = 1.58
- charge = 0
- M (g mol⁻¹) = 1020.98
- HOMO-LUMO gap (eV) = 6.6
- E_LUMO (eV) = -0.772

Each line ends with the Löwdin charge.
Positions of all 91 atoms, in Å:
W: -0.42 -0.26 -0.05  1.4318
S: 1.91 2.58 1.58  0.9856
S: 1.08 -5.21 0.45  0.6448
S: -0.53 0.11 2.46  0.5919
S: -3.07 -2.80 0.07  0.5879
S: -4.71 0.15 0.73  1.1117
S: 0.43 -2.43 1.03  0.5912
O: 0.56 -3.40 -1.40  -0.2660
O: -4.25 -2.54 -0.72  -0.3133
O: -2.10 -3.74 -0.38  -0.2741
O: 6.47 0.98 -0.01  -0.1192
N: 4.11 -0.42 0.48  -0.0399
N: 0.09 7.03 -1.51  0.1487
N: 1.71 -0.24 -0.02  0.0073
N: -0.44 -0.53 -1.78  -0.0801
N: -2.33 0.83 0.19  -0.1599
N: -4.97 -4.02 5.50  0.1061
N: -2.30 -1.35 0.28  -0.2823
N: 0.09 1.78 -0.32  -0.2208
C: 0.79 0.74 3.45  -0.5955
C: 5.51 1.50 0.91  -0.1779
C: 0.19 2.70 0.78  -0.5848
C: -3.06 -0.23 0.38  -0.7718
C: -4.98 -3.30 1.90  -0.0666
C: 4.72 0.39 1.55  -0.0941
C: 0.68 -3.73 -0.11  -1.2927
C: 0.18 5.92 -1.21  -0.1731
C: 2.83 -0.33 0.21  -0.2040
C: -1.72 -0.43 -3.78  -0.1897
C: -2.95 -0.20 -2.95  -0.0158
C: 0.84 0.18 4.74  -0.1331
C: 0.60 -0.84 -5.30  -0.0451
C: 2.05 -0.98 -3.26  -0.0452
C: -4.52 -3.78 4.22  -0.3127
C: 2.62 1.64 5.40  -0.0949
C: -3.62 -3.19 1.67  -0.3061
C: 0.70 -0.82 -3.91  -0.2167
C: 5.06 -0.92 -0.53  -0.0891
C: -2.69 -3.38 2.70  -0.0441
C: 0.63 3.55 -1.86  -0.0489
C: -0.47 -0.61 -3.18  -0.2413
C: -3.00 2.02 0.35  -0.1958
C: 1.69 1.79 3.15  -0.5525
C: 0.58 -4.45 -2.37  -0.0890
C: 0.28 4.52 -0.85  -0.2521
C: -4.30 1.84 0.65  -0.3581
C: 0.02 4.13 0.41  -0.0827
C: 1.74 0.61 5.70  -0.0892
C: -0.62 -0.66 -5.92  -0.0639
C: -3.15 -3.67 3.96  -0.0157
C: -1.77 -0.45 -5.17  -0.0358
C: 0.47 2.24 -1.55  -0.1697
C: 2.59 2.22 4.14  -0.1460
C: -5.43 -3.60 3.18  -0.0277
C: 5.84 0.26 -1.07  -0.1831
H: 2.53 0.00 -3.15  0.0865
H: 3.26 3.04 3.90  0.0963
H: -0.68 -0.67 -7.01  0.1065
H: -5.05 2.60 0.79  0.0737
H: 5.17 0.92 -1.63  0.1301
H: 0.47 -3.94 -3.32  0.0893
H: -3.11 -1.01 -2.24  0.0553
H: 6.63 -0.09 -1.73  0.1315
H: -5.68 -3.17 1.09  0.1121
H: -6.49 -3.70 3.37  0.1123
H: -3.83 -0.14 -3.59  0.0883
H: -2.88 0.73 -2.38  0.0808
H: -0.44 2.40 1.60  0.0367
H: 6.07 2.06 1.66  0.1343
H: -1.63 -3.30 2.50  0.0691
H: -4.31 -4.37 6.17  0.0915
H: 1.50 -1.01 -5.89  0.1139
H: 0.91 3.85 -2.86  0.1042
H: 4.52 -1.45 -1.31  0.1280
H: -2.49 2.96 0.21  0.1156
H: 1.96 -1.43 -2.28  0.0360
H: 5.73 -1.62 -0.03  0.1359
H: -2.72 -0.31 -5.66  0.1133
H: -2.44 -3.82 4.77  0.1158
H: 3.33 2.00 6.13  0.1020
H: 4.83 2.19 0.39  0.1166
H: 3.95 0.77 2.21  0.0923
H: -5.92 -4.34 5.62  0.0912
H: 0.61 1.50 -2.32  0.0869
H: -0.26 4.83 1.18  0.1252
H: 1.52 -5.00 -2.33  0.0711
H: 1.74 0.15 6.68  0.1030
H: -0.24 -5.13 -2.19  0.0882
H: 0.14 -0.61 4.97  0.0935
H: 5.38 -0.27 2.11  0.1391
H: 2.70 -1.60 -3.87  0.0870

***

No. 2
Entry from OMol25: a structure of composition C36H37AgN4O2 (wB97M-V/def2-TZVPD).

Summary:
- energy (a.u.) = -1910.52280
- HOMO level (eV) = -7.22
- maximum force (eV Å⁻¹) = 0.60
- charge = 0
- M (g mol⁻¹) = 665.59
- HOMO-LUMO gap (eV) = 6.1
- E_LUMO (eV) = -1.089

Each line ends with the Löwdin charge.
Positions of all 80 atoms, in Å:
Ag: 1.81 -0.46 0.41  0.8128
O: 0.43 -2.23 -0.98  -0.0449
O: -0.38 -0.35 -0.11  -0.1253
N: 2.52 -2.59 1.34  0.0734
N: -3.02 0.09 -0.60  0.0967
N: 4.63 -1.62 0.76  0.1056
N: 4.06 -0.64 0.28  -0.0029
C: -4.43 -3.30 -0.82  -0.0881
C: 0.25 0.26 5.03  -0.0756
C: 5.16 2.60 -1.05  -0.0767
C: 1.22 3.79 -0.51  -0.0424
C: 4.88 0.53 0.10  -0.2602
C: -0.68 -1.16 3.18  -0.0563
C: -3.06 -1.30 -0.71  -0.2296
C: -3.60 1.00 -1.52  -0.1962
C: -4.26 1.83 -3.69  -0.2304
C: 2.22 -4.95 1.25  -0.0390
C: 6.33 2.83 -0.34  -0.0743
C: -0.10 1.22 2.71  -0.2211
C: -4.32 -1.92 -0.78  -0.0377
C: -3.71 0.80 -2.90  -0.1455
C: 6.05 0.74 0.82  -0.0239
C: 4.42 1.45 -0.83  -0.0498
C: 4.35 -4.00 0.73  -0.0072
C: -0.52 -1.52 -0.61  -0.6352
C: 1.25 1.40 2.45  -0.0790
C: -4.39 1.69 -5.18  -0.0605
C: 3.77 -2.77 0.95  -0.3109
C: -4.03 2.21 -0.95  -0.0434
C: 1.68 2.24 1.42  -0.0843
C: -4.56 3.21 -1.73  -0.0907
C: -0.60 0.25 3.76  -0.3782
C: -4.68 3.02 -3.10  -0.0664
C: 1.75 -3.67 1.48  -0.1185
C: -1.01 1.90 1.91  -0.0349
C: -3.28 -4.09 -0.77  -0.0936
C: 3.54 -5.12 0.87  -0.0497
C: -3.17 -0.44 -3.56  -0.0133
C: -0.59 2.73 0.88  -0.0381
C: -1.91 -2.10 -0.67  -0.0830
C: 6.76 1.90 0.60  -0.0714
C: -2.04 -3.48 -0.70  -0.0320
C: 0.77 2.91 0.61  -0.2800
H: 6.90 3.73 -0.50  0.1059
H: 2.00 0.92 3.08  0.1060
H: 0.45 1.27 5.39  0.0827
H: 6.37 0.00 1.55  0.1074
H: -4.89 4.14 -1.28  0.0991
H: 2.30 3.73 -0.65  0.0554
H: 2.74 2.39 1.27  0.0982
H: -3.96 2.31 0.12  0.1039
H: -2.08 -0.49 -3.47  0.0995
H: 5.39 -4.07 0.44  0.1125
H: -3.43 1.48 -5.66  0.0803
H: 3.50 1.25 -1.36  0.1092
H: 7.67 2.08 1.16  0.1061
H: -5.41 -3.75 -0.88  0.0997
H: -4.78 2.61 -5.61  0.0707
H: 3.94 -6.11 0.69  0.1111
H: -5.08 0.88 -5.46  0.0846
H: -0.25 -0.29 5.83  0.0774
H: -5.20 -1.29 -0.79  0.1202
H: -1.05 -1.87 3.93  0.0830
H: 0.74 3.51 -1.45  0.0853
H: -2.11 0.40 -0.27  0.0931
H: -3.56 -1.35 -3.13  0.0712
H: -1.32 3.22 0.26  0.1117
H: 0.98 4.84 -0.32  0.0830
H: 1.21 -0.23 4.86  0.0732
H: -1.61 0.57 4.03  0.1342
H: -3.36 -5.17 -0.80  0.0945
H: -2.07 1.77 2.08  0.1153
H: 0.73 -3.49 1.78  0.1075
H: -3.41 -0.45 -4.62  0.0615
H: 4.82 3.33 -1.78  0.1073
H: -1.33 -1.20 2.31  0.0762
H: -1.14 -4.07 -0.70  0.1082
H: 0.32 -1.48 2.86  0.0547
H: -5.10 3.80 -3.72  0.1021
H: 1.56 -5.79 1.38  0.1096

***

No. 3
Entry from OMol25: a structure of composition C36H37As2NO5PtS at a distorted geometry (wB97M-V/def2-TZVPD).

Summary:
- energy (a.u.) = -6813.86224
- HOMO level (eV) = -7.31
- maximum force (eV Å⁻¹) = 5.07
- charge = 0
- M (g mol⁻¹) = 940.68
- HOMO-LUMO gap (eV) = 6.2
- E_LUMO (eV) = -1.120

Each line ends with the Löwdin charge.
Positions of all 83 atoms, in Å:
Pt: -0.58 0.51 0.70  0.8474
As: 1.17 -1.51 -0.90  1.2430
As: -1.94 -1.30 -1.27  1.2669
S: 2.26 1.71 1.88  0.5133
O: -3.00 0.78 -0.14  -0.1585
O: 0.73 1.72 1.88  -0.4928
O: 1.36 -0.38 0.44  -0.6133
O: 2.78 2.21 0.62  -0.3221
O: 2.85 0.54 2.46  -0.3041
N: -4.58 2.34 -0.51  0.1943
C: 1.60 -4.60 2.72  -0.0908
C: -1.17 -3.01 -1.91  -0.4257
C: 2.46 3.02 3.08  -0.2658
C: 4.96 -2.48 -2.43  -0.0831
C: 0.21 -3.50 1.09  -0.1108
C: -6.52 -2.46 -1.58  -0.0878
C: -0.85 1.78 -3.92  -0.0704
C: 2.82 3.72 5.34  -0.0427
C: -1.64 -0.25 -2.88  -0.3901
C: 4.84 -0.09 -2.24  -0.0656
C: 2.97 -1.44 -1.59  -0.3240
C: -1.71 0.00 -5.28  -0.0798
C: 2.71 -3.94 2.19  -0.0728
C: 2.56 5.35 3.61  -0.0437
C: 2.41 4.34 2.68  -0.0520
C: -5.65 -3.17 -0.76  -0.0820
C: -4.70 -1.05 -2.27  -0.1171
C: 3.55 -0.19 -1.74  -0.0774
C: -2.88 2.58 1.30  -0.1780
C: -1.16 1.27 -5.17  -0.0812
C: -1.87 1.66 1.96  -0.2371
C: 3.67 -2.59 -1.93  -0.1142
C: -3.82 -1.76 -1.45  -0.3669
C: -4.31 -2.82 -0.70  -0.1071
C: -3.51 1.85 0.15  -0.5203
C: 0.32 -2.84 -2.18  -0.2995
C: 2.67 2.70 4.41  -0.0474
C: -1.09 1.03 -2.78  -0.1132
C: 1.31 -2.86 0.54  -0.2872
C: 5.54 -1.23 -2.59  -0.0824
C: -1.95 -0.75 -4.14  -0.1212
C: 2.96 6.15 5.97  -0.0580
C: 0.35 -4.37 2.17  -0.0868
C: 2.77 5.05 4.96  -0.2811
C: -6.04 -1.40 -2.33  -0.0839
C: 2.56 -3.08 1.12  -0.0885
H: 6.55 -1.16 -2.98  0.1025
H: 2.99 3.47 6.39  0.1120
H: -0.96 1.86 -6.06  0.1039
H: 3.69 -4.09 2.63  0.1050
H: -1.73 -3.35 -2.78  0.0714
H: 4.00 6.21 6.29  0.0812
H: 5.51 -3.38 -2.69  0.1028
H: 3.43 -2.54 0.76  0.1059
H: 3.22 -3.57 -1.79  0.1010
H: -3.65 -3.38 -0.04  0.0994
H: 2.36 5.97 6.87  0.0769
H: 2.53 6.39 3.30  0.1075
H: -6.71 -0.85 -2.98  0.1030
H: -0.52 -4.84 2.59  0.1009
H: 2.68 7.12 5.56  0.0709
H: -0.41 2.77 -3.82  0.1078
H: -5.00 1.77 -1.22  0.1024
H: 1.72 -5.27 3.56  0.1002
H: 3.03 0.70 -1.41  0.0911
H: -7.56 -2.74 -1.63  0.1025
H: -3.66 2.90 2.01  0.1155
H: 2.26 4.57 1.63  0.1133
H: -6.02 -4.00 -0.17  0.1045
H: -4.32 -0.23 -2.88  0.0978
H: -0.83 1.42 -1.80  0.0697
H: -0.79 -3.31 0.73  0.0623
H: -2.35 0.90 2.57  0.0571
H: 2.72 1.66 4.71  0.1130
H: -1.15 2.24 2.54  0.0357
H: -1.33 -3.73 -1.11  0.0440
H: -2.38 -1.74 -4.24  0.1022
H: 5.30 0.88 -2.34  0.1085
H: -1.95 -0.40 -6.26  0.1041
H: -5.05 3.17 -0.20  0.1100
H: 0.88 -3.76 -2.10  0.0836
H: 0.47 -2.39 -3.16  0.0716
H: -2.41 3.50 0.93  0.1208